1.
H14O7 | ωB97M-V/def2-TZVPD

Calculated values
Frontier orbital gap in eV: 9.76
ΔE to the lowest compared entry with this formula, charge and spin in kcal per mole: 53.9
DFT total energy in hartree: -535.03799
Molar mass in g mol⁻¹: 126.10
SMILES: O.O.O.O.O.O.O
Charge: 0
Highest occupied orbital energy in eV: -9.882
LUMO in Ha: -0.0046

Atoms and positions in Å:
O 2.852 1.006 1.346
H 2.146 0.406 1.472
H 3.525 0.449 1.007
O 1.260 1.329 -1.431
H 1.018 0.809 -0.669
H 0.575 1.974 -1.273
O -1.390 2.294 1.147
H -0.638 2.740 1.556
H -1.944 3.030 0.929
O -1.662 1.451 -1.693
H -2.409 0.882 -1.768
H -1.582 1.733 -0.816
O 0.119 0.021 0.788
H -0.537 -0.678 0.778
H -0.445 0.765 1.057
O 1.449 -3.212 -0.419
H 0.607 -2.709 -0.139
H 1.360 -4.066 0.017
O -1.130 -2.580 -0.525
H -2.028 -2.431 -0.181
H -1.136 -3.207 -1.174



2.
C2H7N2S2 | ωB97M-V/def2-TZVPD

Calculated values
Frontier orbital gap in eV: 8.35
ΔE to the lowest compared entry with this formula, charge and spin in kcal per mole: 42.3
DFT total energy in hartree: -985.98794
Molar mass in g mol⁻¹: 123.23
Charge: +1
Highest occupied orbital energy in eV: -12.997
LUMO in Ha: -0.1706

Atoms and positions in Å:
C -1.664 0.476 0.070
C 1.912 -0.248 0.440
N -0.861 -0.400 0.460
N 1.675 -1.169 -0.445
S -3.430 0.271 -0.061
S 1.949 1.414 0.195
H -1.144 1.448 -0.316
H 2.203 -0.617 1.473
H -1.354 -1.154 0.803
H 1.558 -2.177 -0.161
H -3.748 1.642 0.029
H 1.431 -1.049 -1.404
H 1.474 1.563 -1.084



3.
C3H13N2O | ωB97M-V/def2-TZVPD

Calculated values
Frontier orbital gap in eV: 11.05
ΔE to the lowest compared entry with this formula, charge and spin in kcal per mole: 24.0
DFT total energy in hartree: -306.59752
Molar mass in g mol⁻¹: 93.15
Charge: +1
Highest occupied orbital energy in eV: -14.221
LUMO in Ha: -0.1165

Atoms and positions in Å:
N 0.830 0.751 1.261
C 0.647 -0.686 0.737
C -0.887 -0.909 0.626
N -1.572 0.346 0.615
C -1.666 0.970 -0.713
H 1.529 1.255 0.729
H -0.188 1.083 1.317
H 1.254 0.756 2.196
H 1.176 -0.681 -0.201
H 1.139 -1.321 1.458
H -1.063 -1.591 -0.212
H -1.169 -1.471 1.506
H -2.521 0.288 0.962
H -1.811 0.213 -1.483
H -0.774 1.526 -0.945
H -2.551 1.605 -0.718
H 2.749 -1.372 -2.717
H 2.347 0.034 -2.449
O 2.531 -0.795 -1.969



4.
C39H41CeClO3P3 | ωB97M-V/def2-TZVPD

Calculated values
Frontier orbital gap (alpha / beta) in eV: 6.06 / 4.43
DFT total energy in hartree: -3694.98528
Molar mass in g mol⁻¹: 826.24
Charge: +2
Highest occupied orbital energy (alpha / beta) in eV: -13.657 / -13.425
⟨S²⟩: 0.760
LUMO (alpha / beta) in Ha: -0.2791 / -0.3307
Spin multiplicity: 2

Atoms and positions in Å:
Ce 0.093 -0.239 -0.300
Cl -0.469 -2.676 -0.460
P -2.035 0.364 -1.524
P 2.501 -0.819 0.213
C -3.285 0.548 -0.261
C -2.551 -0.936 -2.610
C -1.866 1.892 -2.420
C 3.546 0.615 0.185
C 2.485 -1.520 1.860
C 3.131 -2.051 -0.902
C -3.957 1.761 -0.130
C -5.001 1.858 0.781
C -5.368 0.762 1.546
C -4.683 -0.439 1.410
C -3.639 -0.543 0.510
H -3.670 2.623 -0.738
H -5.535 2.814 0.886
H -6.193 0.846 2.268
H -4.969 -1.309 2.018
H -3.087 -1.497 0.401
C -1.347 3.034 -1.806
C -1.331 4.241 -2.496
C -1.813 4.306 -3.799
C -2.316 3.154 -4.411
C -2.344 1.944 -3.718
H -0.946 2.980 -0.780
H -0.932 5.135 -2.009
H -1.794 5.251 -4.345
H -2.689 3.198 -5.437
H -2.740 1.049 -4.198
C -3.907 -1.095 -2.744
C -4.411 -2.027 -3.658
C -3.534 -2.790 -4.426
C -2.157 -2.630 -4.275
C -1.658 -1.706 -3.367
H -4.600 -0.510 -2.135
H -5.490 -2.153 -3.762
H -3.926 -3.521 -5.139
H -1.465 -3.239 -4.865
H -0.576 -1.598 -3.223
C 2.469 -2.888 1.950
C 2.578 -3.503 3.192
C 2.679 -2.719 4.344
C 2.675 -1.333 4.239
C 2.574 -0.731 2.995
H 2.385 -3.505 1.040
H 2.580 -4.593 3.265
H 2.754 -3.199 5.325
H 2.745 -0.717 5.146
H 2.577 0.368 2.921
C 3.042 1.914 0.309
C 3.913 2.992 0.359
C 5.286 2.780 0.277
C 5.783 1.475 0.144
C 4.895 0.391 0.104
H 1.956 2.092 0.356
H 3.519 4.005 0.460
H 5.977 3.623 0.310
H 6.855 1.304 0.072
H 5.293 -0.605 0.002
C 4.312 -2.635 -0.515
C 4.940 -3.567 -1.350
C 4.351 -3.905 -2.570
C 3.145 -3.319 -2.949
C 2.532 -2.395 -2.111
H 4.779 -2.386 0.447
H 5.878 -4.028 -1.043
H 4.833 -4.637 -3.223
H 2.674 -3.591 -3.897
H 1.568 -1.954 -2.399
H 0.630 1.419 -0.624
H 0.739 -0.278 -2.050
C -2.869 -0.103 3.917
O -2.146 -0.656 2.811
P -1.061 0.444 2.148
O 0.110 -0.026 3.250
C 0.258 0.824 4.413
O -0.222 1.980 1.547
C -0.939 3.188 2.111
H -3.734 -0.696 3.968
H -3.157 0.941 3.686
H -2.294 -0.178 4.824
H -0.686 1.332 4.652
H 0.534 0.214 5.219
H 1.017 1.532 4.132
H -1.967 3.150 1.782
H -0.820 3.130 3.180
H -0.406 3.973 1.695